Here is an isolated molecule of C8H13NO2 from the OMol25 dataset. Energies are from the ωB97M-V functional and the def2-TZVPD basis.

Values from the calculation:
molecular weight = 155.197 g mol⁻¹
E = -14086.721 eV
Kohn-Sham gap (alpha / beta) = 0.264 / 0.270 hartree
strongest force on any atom = 3.11 eV/A

Structure (ORCA input):
```
! wB97M-V def2-TZVPD RIJCOSX def2/J DEFGRID3
* xyz 0 1
C -2.239 -0.547 -1.079
C -3.001 1.271 0.086
C 0.489 0.739 1.376
C -0.746 0.444 0.664
C 0.567 0.082 0.018
C 1.097 0.899 -1.126
C 2.421 -1.639 0.442
C 0.943 -1.392 0.003
N -1.748 1.316 0.616
O -2.375 -1.705 -1.188
O -3.332 0.210 -0.650
H -1.483 0.156 -1.501
H -3.823 1.897 0.450
H 0.756 1.772 1.541
H 0.802 -0.066 2.022
H 0.776 1.946 -1.258
H 0.965 0.245 -2.117
H 2.170 0.831 -0.944
H 2.712 -2.628 0.677
H 2.505 -0.986 1.287
H 3.044 -1.248 -0.334
H 0.325 -1.780 0.837
H 0.761 -1.961 -0.990
H -1.586 2.144 1.166
*
```

Results of the Mulliken charge analysis, in e, for atoms 1 through 6:
1. C 0.1284
2. C -0.2023
3. C -1.1161
4. C -0.3945
5. C 1.2409
6. C -1.6990

=====

Here is a cluster of 2 separate species, C2H4OS2 in total from the OMol25 dataset. Energies are from the ωB97M-V functional and the def2-TZVPD basis.

Values from the calculation:
molecular weight = 108.187 g mol⁻¹
E = -25850.571 eV
Kohn-Sham gap (alpha / beta) = 0.267 / 0.302 hartree
strongest force on any atom = 2.94 eV/A

Structure (ORCA input):
```
! wB97M-V def2-TZVPD RIJCOSX def2/J DEFGRID3
* xyz 0 1
C -1.478 -0.075 0.255
C -1.661 1.131 -0.244
O 1.886 0.156 0.361
S 1.892 -1.433 -0.519
S 1.570 1.517 -0.389
H -1.920 -0.928 -0.102
H -0.798 -0.303 1.037
H -1.923 1.789 -1.038
H 2.431 -1.853 0.640
*
```

Results of the Mulliken charge analysis, in e, for atoms 1 through 6:
1. C -0.4581
2. C -0.4630
3. O -0.2410
4. S 0.0116
5. S 0.0129
6. H 0.2704

=====

Here is an isolated molecule of C18H20FN3O2S2 from the OMol25 dataset. Energies are from the ωB97M-V functional and the def2-TZVPD basis.

Values from the calculation:
molecular weight = 393.509 g mol⁻¹
E = -51943.575 eV
Kohn-Sham gap = 0.300 hartree
strongest force on any atom = 1.03 eV/A
structure (SMILES) = O=S(=O)(c1cccc(F)c1)N1CCN(C(=S)NCc2ccccc2)CC1

Structure (ORCA input):
```
! wB97M-V def2-TZVPD RIJCOSX def2/J DEFGRID3
* xyz 0 1
O -0.813 -0.037 -0.505
S 0.286 0.446 -1.300
O 1.158 1.426 -0.735
N 1.160 -0.858 -1.899
C 0.583 -2.143 -1.571
H 1.039 -2.888 -2.228
C 0.833 -2.479 -0.080
N 1.955 -1.709 0.409
C 1.903 -0.745 1.380
N 0.705 -0.442 1.924
H -0.104 -0.480 1.314
C 0.606 0.599 2.930
C -0.735 0.533 3.602
C -1.501 1.676 3.783
C -2.732 1.604 4.411
C -3.214 0.386 4.858
C -2.458 -0.760 4.678
C -1.225 -0.686 4.056
H -0.630 -1.577 3.919
H -2.829 -1.713 5.026
H -4.177 0.329 5.346
H -3.319 2.501 4.548
H -1.129 2.628 3.431
H 1.409 0.429 3.656
H 0.768 1.586 2.479
S 3.307 -0.097 1.969
C 3.039 -1.689 -0.545
H 3.926 -1.277 -0.065
C 2.604 -0.817 -1.742
H 3.072 -1.155 -2.671
H 2.868 0.224 -1.560
H 3.241 -2.717 -0.859
H -0.058 -2.280 0.513
H 1.083 -3.543 0.023
H -0.484 -2.091 -1.781
C -0.378 1.081 -2.838
C 0.443 1.852 -3.637
C -0.062 2.295 -4.847
C -1.348 1.984 -5.261
C -2.150 1.211 -4.437
C -1.664 0.755 -3.222
H -2.271 0.163 -2.556
H -3.154 0.967 -4.744
H -1.704 2.350 -6.210
F 0.714 3.045 -5.646
H 1.438 2.111 -3.315
*
```

Results of the Mulliken charge analysis, in e, for atoms 1 through 6:
1. O -0.8588
2. S 1.7884
3. O -0.6930
4. N 0.0850
5. C -0.6467
6. H 0.4239

=====

Here is the ion C5H6N with charge +1 from the OMol25 dataset. Energies are from the ωB97M-V functional and the def2-TZVPD basis.

Values from the calculation:
molecular weight = 80.110 g mol⁻¹
E = -6757.055 eV
Kohn-Sham gap = 0.302 hartree
strongest force on any atom = 4.11 eV/A

Structure (ORCA input):
```
! wB97M-V def2-TZVPD RIJCOSX def2/J DEFGRID3
* xyz 1 1
C -0.871 0.265 -0.633
C -1.338 0.657 -1.732
C -0.139 -0.719 1.560
C 1.368 -0.588 -0.432
C 1.045 0.027 0.781
N -0.439 0.115 0.567
H -2.049 1.554 -1.848
H -0.860 0.056 -2.530
H -0.164 -1.806 1.441
H -0.339 -0.228 2.566
H 2.296 -0.177 -1.053
H 1.490 0.844 1.312
*
```

Results of the Mulliken charge analysis, in e, for atoms 1 through 6:
1. C 0.6317
2. C -0.6279
3. C -0.2141
4. C -0.8217
5. C 0.1718
6. N 0.0682

=====

Here is an isolated molecule of C4H8O2 from the OMol25 dataset. Energies are from the ωB97M-V functional and the def2-TZVPD basis.

Values from the calculation:
molecular weight = 88.106 g mol⁻¹
E = -8370.908 eV
Kohn-Sham gap = 0.385 hartree
strongest force on any atom = 1.08 eV/A
structure (SMILES) = CO[C@@H](C)C=O

Structure (ORCA input):
```
! wB97M-V def2-TZVPD RIJCOSX def2/J DEFGRID3
* xyz 0 1
C -1.838 0.413 -0.781
O -0.394 0.477 -0.905
C 0.353 -0.372 0.089
C 1.843 -0.800 -0.060
C 0.163 0.737 1.064
O -0.709 0.756 1.902
H -2.301 1.360 -1.104
H -2.206 -0.382 -1.433
H -2.189 0.243 0.248
H -0.239 -1.264 0.311
H 2.025 -1.670 -0.704
H 2.529 0.002 -0.352
H 2.184 -1.119 0.946
H 0.778 1.618 0.778
*
```

Results of the Mulliken charge analysis, in e, for atoms 1 through 6:
1. C -0.6866
2. O -0.3778
3. C 0.4093
4. C -1.2941
5. C 0.0581
6. O -0.5179

=====

Here is a cluster of 6 separate species, CH14O6 in total from the OMol25 dataset. Energies are from the ωB97M-V functional and the def2-TZVPD basis.

Values from the calculation:
molecular weight = 122.117 g mol⁻¹
E = -13548.507 eV
Kohn-Sham gap = 0.406 hartree
strongest force on any atom = 1.98 eV/A
structure (SMILES) = CO.O.O.O.O.O

Structure (ORCA input):
```
! wB97M-V def2-TZVPD RIJCOSX def2/J DEFGRID3
* xyz 0 1
C 1.608 2.466 -1.967
O 1.295 3.087 -0.753
H 1.017 1.592 -2.179
H 1.278 3.200 -2.704
H 2.663 2.219 -2.139
H 1.194 2.461 -0.012
O -2.554 -2.290 3.015
H -1.772 -2.165 3.609
H -2.508 -1.518 2.393
O -0.205 -2.390 0.559
H -0.212 -3.223 1.016
H -0.146 -1.675 1.178
O -0.699 -0.593 -1.306
H 0.018 0.002 -1.043
H -0.672 -1.421 -0.830
O 1.541 0.145 -0.349
H 1.417 -0.791 -0.488
H 2.049 0.480 -1.116
O -1.906 -0.082 1.259
H -1.884 -0.239 0.300
H -1.522 0.734 1.556
*
```

Results of the Mulliken charge analysis, in e, for atoms 1 through 6:
1. C -0.6222
2. O -0.4986
3. H 0.2020
4. H 0.2515
5. H 0.2759
6. H 0.3308

=====

Here is a structure of composition C14H16NO4S5SiV from the OMol25 dataset. Energies are from the ωB97M-V functional and the def2-TZVPD basis.

Values from the calculation:
molecular weight = 501.650 g mol⁻¹
E = -112203.700 eV
Kohn-Sham gap (alpha / beta) = 0.200 / 0.220 hartree
strongest force on any atom = 2.82 eV/A
expectation value of S² = 3.801

Structure (ORCA input):
```
! wB97M-V def2-TZVPD RIJCOSX def2/J DEFGRID3
* xyz -1 4
V -0.041 -0.410 -0.322
O -3.204 1.686 -1.691
C -2.335 0.717 -1.364
O -1.832 0.680 -0.212
C -1.996 -0.284 -2.308
C -2.542 -0.548 -3.598
C -2.110 -1.686 -4.256
C -1.199 -2.562 -3.678
C -0.687 -2.233 -2.388
N -1.053 -1.091 -1.777
C 0.172 -2.971 -1.521
O 0.662 -4.175 -1.876
O 0.438 -2.516 -0.397
H -3.215 2.294 -0.940
H -3.269 0.129 -4.020
H -2.505 -1.909 -5.241
H -0.901 -3.469 -4.187
H 0.356 -4.383 -2.766
S 5.787 3.842 -1.913
C 4.485 2.915 -1.522
S 4.603 1.228 -1.139
C 2.897 0.940 -0.852
C 2.089 2.005 -1.002
S 0.388 1.860 -0.759
S 2.859 3.509 -1.463
S 2.270 -0.616 -0.439
C 0.268 -0.537 4.629
Si -0.015 0.386 2.984
C 1.578 1.367 2.704
C -1.456 1.588 3.267
C -0.466 -0.878 1.678
H 0.418 0.166 5.454
H 1.158 -1.168 4.561
H -0.580 -1.178 4.880
H 1.955 1.774 3.647
H 1.418 2.197 2.016
H 2.349 0.724 2.276
H -1.275 2.237 4.128
H -2.385 1.039 3.445
H -1.604 2.221 2.389
H -1.543 -1.074 1.702
H 0.063 -1.814 1.871
*
```

Results of the Mulliken charge analysis, in e, for atoms 1 through 6:
1. V 0.2080
2. O -0.5375
3. C 0.2356
4. O -0.3077
5. C 0.5793
6. C -1.2433

=====

Here is a structure of composition C13H18N2O4 from the OMol25 dataset. Energies are from the ωB97M-V functional and the def2-TZVPD basis.

Values from the calculation:
molecular weight = 266.297 g mol⁻¹
E = -24935.274 eV
Kohn-Sham gap = 0.346 hartree
strongest force on any atom = 8.14 eV/A

Structure (ORCA input):
```
! wB97M-V def2-TZVPD RIJCOSX def2/J DEFGRID3
* xyz 0 1
C -3.149 0.375 1.115
C -1.730 0.975 0.640
C -2.931 -0.626 2.297
C -2.075 -0.189 3.613
C 0.165 0.225 -1.070
C -0.017 -0.937 -2.109
C 1.245 -0.229 -0.052
C 2.532 0.132 -0.827
C 2.785 1.499 -0.989
C 3.446 -0.820 -1.266
C 3.864 1.958 -1.916
C 4.707 -0.477 -1.986
C 4.767 0.937 -2.493
H -4.231 0.364 -0.462
H -4.381 -1.235 0.412
H -3.887 1.289 1.336
H -2.424 -1.387 1.552
H -4.531 -0.009 3.236
H -3.022 0.408 4.486
H -1.703 -1.079 4.250
H -1.229 0.498 3.176
H -1.808 -0.401 -1.051
H 0.453 1.314 -1.533
H 1.229 -1.441 -0.187
H 1.350 0.148 0.980
H 2.175 2.321 -0.361
H 3.303 -1.969 -1.143
H 4.109 2.995 -2.598
H 5.391 -1.353 -1.997
H 5.757 1.414 -2.900
H 0.400 -2.472 -0.676
N -3.741 -0.447 -0.025
N -1.232 0.344 -0.491
O -1.061 1.908 1.205
O -4.201 -0.925 2.880
O -0.302 -0.746 -3.384
O -0.020 -2.360 -1.662
*
```

Results of the Mulliken charge analysis, in e, for atoms 1 through 6:
1. C 0.3146
2. C 0.0815
3. C -0.4029
4. C -0.8438
5. C -0.0204
6. C 0.0934

=====

Here is a structure of composition BrH6O3Zn from the OMol25 dataset. Energies are from the ωB97M-V functional and the def2-TZVPD basis.

Values from the calculation:
molecular weight = 199.339 g mol⁻¹
E = -124690.735 eV
Kohn-Sham gap = 0.170 hartree
strongest force on any atom = 1.79 eV/A

Structure (ORCA input):
```
! wB97M-V def2-TZVPD RIJCOSX def2/J DEFGRID3
* xyz 1 1
Zn 3.235 1.608 0.246
Br 1.069 0.734 0.144
O -2.028 2.715 1.101
H -2.005 3.598 1.481
H -1.161 2.584 0.711
O -0.626 -1.420 -2.183
H 0.234 -1.831 -2.307
H -0.475 -0.665 -1.610
O 0.844 -2.726 0.752
H 0.007 -2.777 1.224
H 0.905 -1.821 0.440
*
```

Results of the Mulliken charge analysis, in e, for atoms 1 through 6:
1. Zn 0.8022
2. Br 0.1613
3. O -0.5778
4. H 0.3269
5. H 0.2577
6. O -0.5512

=====

Here is the ion C6H16N2 with charge +1 from the OMol25 dataset. Energies are from the ωB97M-V functional and the def2-TZVPD basis.

Values from the calculation:
molecular weight = 116.208 g mol⁻¹
E = -9451.147 eV
Kohn-Sham gap (alpha / beta) = 0.394 / 0.189 hartree
strongest force on any atom = 4.92 eV/A
expectation value of S² = 0.754

Structure (ORCA input):
```
! wB97M-V def2-TZVPD RIJCOSX def2/J DEFGRID3
* xyz 1 2
C -0.350 -1.231 2.405
N -0.550 -1.029 0.960
C 0.211 0.098 0.283
C 0.988 -0.436 -0.882
C 1.824 0.604 -1.627
C 0.119 -1.238 -1.953
C -0.925 1.071 -0.151
N -1.134 2.086 0.879
H -0.206 -0.311 2.957
H 0.606 -1.677 2.638
H -1.069 -2.039 2.581
H -1.537 -0.798 1.019
H 0.887 0.669 0.976
H 1.881 -1.180 -0.607
H 2.793 0.140 -1.822
H 1.447 0.865 -2.589
H 1.938 1.604 -1.197
H 0.279 -2.267 -1.823
H 0.215 -0.972 -3.027
H -0.862 -1.186 -1.550
H -0.598 1.548 -1.062
H -1.888 0.564 -0.347
H -1.919 2.694 0.690
H -1.196 1.638 1.781
*
```

Results of the Mulliken charge analysis, in e, for atoms 1 through 6:
1. C -0.8872
2. N 0.1083
3. C -0.2265
4. C 0.3905
5. C -1.5189
6. C -1.3669

=====

Here is the ion C3H10N2O3P with charge -1 from the OMol25 dataset. Energies are from the ωB97M-V functional and the def2-TZVPD basis.

Values from the calculation:
molecular weight = 153.098 g mol⁻¹
E = -21688.012 eV
Kohn-Sham gap = 0.316 hartree
strongest force on any atom = 4.28 eV/A
structure (SMILES) = C[C@](N)(CN)[P@@](=O)([O-])O

Structure (ORCA input):
```
! wB97M-V def2-TZVPD RIJCOSX def2/J DEFGRID3
* xyz -1 1
C -0.686 -0.529 -1.335
C -0.991 0.268 0.932
C -0.114 -0.537 0.070
N -0.015 -1.835 0.615
N -1.261 1.651 0.397
O 1.892 1.135 1.272
O 2.413 -0.986 -0.283
O 1.658 1.164 -1.367
P 1.650 0.235 0.070
H 0.162 -0.945 -2.035
H -1.003 0.552 -1.396
H -1.493 -1.272 -1.210
H -0.456 0.472 1.939
H -1.939 -0.159 1.284
H 0.453 -1.806 1.452
H 0.551 -2.256 -0.073
H -1.539 2.179 1.245
H 0.956 0.728 -1.860
H -0.239 1.940 0.282
*
```

Results of the Mulliken charge analysis, in e, for atoms 1 through 6:
1. C -2.0761
2. C -1.1645
3. C 1.2453
4. N -0.9297
5. N -0.7992
6. O -0.7256

=====

Here is an isolated molecule of C5H7NO from the OMol25 dataset. Energies are from the ωB97M-V functional and the def2-TZVPD basis.

Values from the calculation:
molecular weight = 97.117 g mol⁻¹
E = -8834.328 eV
Kohn-Sham gap = 0.382 hartree
strongest force on any atom = 1.06 eV/A
structure (SMILES) = C1=N[C@H]2C[C@H]2CO1

Structure (ORCA input):
```
! wB97M-V def2-TZVPD RIJCOSX def2/J DEFGRID3
* xyz 0 1
C 0.021 1.308 0.992
C 0.458 0.777 -0.354
C 1.114 -0.549 -0.617
O 0.157 -1.602 -0.865
C -0.879 -1.641 -0.005
N -1.443 -0.654 0.548
C -0.967 0.626 0.121
H 0.317 0.738 1.867
H -0.006 2.382 1.146
H 0.620 1.545 -1.109
H 1.750 -0.905 0.198
H 1.698 -0.496 -1.535
H -1.228 -2.652 0.197
H -1.610 1.123 -0.585
*
```

Results of the Mulliken charge analysis, in e, for atoms 1 through 6:
1. C -0.7568
2. C -0.1080
3. C -0.5484
4. O -0.3824
5. C 0.0615
6. N -0.5961

=====

Energy above the lowest of the compared OMol25 structures with the same formula, charge and spin (computed, eV): 5.590; 5.924; 0.257; 8.122; 2.374; 1.154; 0.860; 9.577; 0.000; 2.534; 0.925; 1.875